This record from the OMol25 dataset describes a structure of composition C2H3ClSi at a distorted geometry. The level of theory is the ωB97M-V functional and the def2-TZVPD basis.

Element x y z (Å)
C1 -0.133 -1.245 0.002
C2 -0.786 -0.138 -0.167
Si1 0.782 0.918 -0.018
Cl1 -2.569 0.306 0.006
H1 -0.242 -2.398 -0.124
H2 1.145 1.641 1.275
H3 1.803 0.917 -0.975

For the orbital gap, the calculation gives 0.293 Eh. The value obtained for the largest force on an atom is 4.13 eV/Å. As for the total charge: 0.